# 1
{
  "formula": "C12H12N3O8PdS2",
  "method": "ωB97M-V with the def2-TZVPD basis set",
  "homo_ev": -5.56,
  "charge": -1,
  "lumo_ev": 1.81,
  "e_tot_ha": -2155.0277,
  "gap_ha": 0.2710,
  "species": ["Pd", "O", "S", "O", "O", "C", "C", "C", "C", "C", "C", "S", "O", "O", "O", "H", "H", "H", "H", "N", "C", "O", "C", "C", "N", "C", "N", "H", "H", "C", "C", "O", "H", "H", "H", "H", "H", "H"],
  "xyz": [[-0.5457, 0.3616, 0.0388], [-0.4122, -1.4647, 0.7491], [-0.5987, -2.3948, -0.4404], [-1.2225, -3.6113, -0.0134], [-1.2235, -1.6638, -1.5181], [1.0634, -2.8404, -0.9505], [1.2774, -4.2140, -1.0219], [2.5071, -4.7297, -1.3939], [3.5463, -3.8693, -1.6916], [3.3447, -2.5012, -1.6279], [2.1138, -1.9648, -1.2607], [2.0966, -0.1625, -1.2282], [3.2573, 0.2510, -1.9709], [2.1043, 0.2222, 0.1787], [0.7985, 0.2328, -1.8595], [0.4557, -4.8685, -0.7725], [2.6454, -5.8022, -1.4447], [4.5167, -4.2552, -1.9773], [4.1397, -1.8123, -1.8725], [0.1960, 1.3104, 2.8001], [-1.1453, 1.3896, 2.6287], [-1.6946, 1.0025, 1.5345], [-1.9477, 1.9560, 3.6366], [-1.3530, 2.4019, 4.8402], [-0.8453, 2.7269, 5.8265], [-3.3370, 2.1436, 3.4281], [-4.4681, 2.3083, 3.2691], [0.7354, 0.7044, 2.1929], [0.5551, 1.4533, 3.7307], [-2.1179, 3.9058, -1.8532], [-2.0757, 2.5276, -1.2371], [-0.7178, 2.2077, -0.8355], [-3.1531, 4.1853, -2.0533], [-1.5700, 3.9366, -2.7967], [-1.6869, 4.6370, -1.1701], [-2.4248, 1.7553, -1.9252], [-2.6564, 2.4703, -0.3198], [-0.1573, 2.0647, -1.6191]],
  "forces_ev_per_a": [[0.0, 1.0, -1.1], [0.2, -0.3, 0.0], [-0.3, -0.1, 0.1], [0.0, -0.1, 0.0], [0.0, -0.2, -0.1], [0.1, -0.1, 0.1], [0.0, 0.1, 0.0], [0.0, 0.0, 0.0], [0.0, 0.0, 0.0], [-0.1, 0.1, 0.0], [0.1, -0.1, -0.2], [0.0, 0.1, 0.6], [-0.2, 0.0, -0.3], [0.1, -0.2, -0.1], [-0.1, -0.1, 0.7], [0.0, 0.0, 0.0], [0.0, 0.0, 0.0], [0.0, 0.0, 0.0], [0.0, 0.0, 0.0], [0.0, -0.2, 0.1], [-0.1, 0.1, 0.0], [0.2, -0.1, 0.2], [0.0, 0.1, 0.0], [-0.2, -0.1, 0.0], [0.1, 0.0, -0.1], [0.1, 0.0, 0.0], [0.0, 0.0, 0.0], [0.0, 0.1, 0.0], [0.0, 0.1, 0.0], [0.0, 0.0, 0.0], [0.1, 0.0, 0.0], [0.0, 0.1, 0.1], [0.0, 0.0, 0.0], [0.0, 0.0, 0.0], [0.0, 0.0, 0.0], [0.0, 0.0, 0.0], [0.0, 0.0, 0.0], [0.0, 0.0, 0.0]],
  "nbo_charge": [1.1077, -0.9341, 2.3841, -0.9537, -0.9684, -0.2367, -0.2075, -0.2130, -0.2078, -0.1852, -0.3464, 2.4053, -0.9702, -1.0145, -1.0267, 0.2490, 0.2100, 0.2097, 0.2487, -0.8079, 0.6616, -0.6716, -0.5485, 0.3026, -0.4099, 0.3229, -0.4017, 0.4237, 0.4076, -0.6355, -0.0799, -0.6899, 0.2211, 0.2038, 0.2210, 0.1864, 0.2205, 0.5232]
}

=====

# 2
{
  "formula": "C32H45CuN8O7PSi",
  "method": "ωB97M-V with the def2-TZVPD basis set",
  "homo_ev": [-8.11, -8.33],
  "multiplicity": 2,
  "lumo_ev": [0.16, -0.47],
  "e_tot_ha": -4482.3007,
  "gap_ha": [0.3038, 0.2888],
  "species": ["Cu", "O", "C", "O", "C", "C", "C", "C", "C", "C", "N", "O", "O", "H", "H", "H", "H", "C", "Si", "C", "C", "O", "H", "H", "H", "H", "H", "H", "H", "H", "H", "N", "C", "N", "C", "C", "O", "C", "C", "H", "H", "H", "H", "H", "H", "H", "H", "C", "N", "C", "N", "C", "N", "C", "P", "C", "C", "H", "H", "H", "H", "H", "H", "H", "H", "H", "H", "H", "H", "C", "N", "N", "C", "O", "C", "C", "C", "C", "C", "C", "C", "C", "C", "H", "H", "H", "H", "H", "H", "H", "H", "H", "H", "H", "H"],
  "xyz": [[0.8215, -0.8568, 0.6370], [0.7040, -4.4003, -0.0896], [0.3603, -3.2980, -0.4857], [1.1683, -2.2775, -0.5621], [-1.0231, -3.0017, -0.9699], [-2.0354, -3.8349, -0.7893], [-3.3967, -3.4855, -1.2571], [-3.5943, -2.4611, -2.0834], [-2.3901, -1.8103, -2.6305], [-1.2574, -1.6554, -1.6486], [-1.7240, 0.3195, -3.9193], [-2.3129, 1.3186, -4.2640], [-0.5297, 0.2772, -3.6347], [-1.8724, -4.7943, -0.3091], [-4.2222, -4.0422, -0.8427], [-4.5765, -2.1320, -2.3514], [-0.3616, -1.3695, -2.1894], [0.4053, 2.7048, 3.3567], [-0.4141, 1.0168, 3.2785], [-0.0022, 0.2021, 4.8882], [-2.2340, 1.4269, 3.4197], [0.0178, 0.1471, 1.9853], [-0.1505, 3.3369, 4.0655], [0.3351, 3.1653, 2.3645], [1.4542, 2.6828, 3.6608], [-0.1854, 0.9202, 5.7082], [1.0090, -0.1304, 4.9680], [-0.6393, -0.6549, 5.0586], [-2.3253, 1.9201, 4.3858], [-2.8919, 0.5511, 3.3861], [-2.5207, 2.1408, 2.6550], [1.4859, 0.6816, -0.8865], [1.5441, 1.8303, -0.9864], [1.5904, 3.1374, -1.0454], [2.4488, 3.9280, -0.1844], [3.2843, 4.8994, -1.0132], [2.4705, 5.6377, -1.9154], [1.7984, 4.7870, -2.8279], [0.8386, 3.8692, -2.0829], [3.0673, 3.2383, 0.4116], [1.8229, 4.5024, 0.5212], [4.0423, 4.3470, -1.6253], [3.8014, 5.6059, -0.3761], [2.5244, 4.2100, -3.4145], [1.2343, 5.4456, -3.5007], [0.4109, 3.1291, -2.7613], [0.0678, 4.4459, -1.6045], [3.9338, -2.4426, 4.5240], [2.9871, -3.3229, 3.8640], [3.7124, -4.1583, 2.8923], [4.5528, -3.4186, 1.9745], [5.4396, -2.5306, 2.6926], [4.7431, -1.6371, 3.6022], [3.9594, -0.6098, 2.9028], [2.6709, -1.5042, 1.8909], [1.9254, -2.5697, 3.1867], [3.7342, -2.6867, 1.0160], [4.6427, -3.0629, 5.0936], [3.4009, -1.7708, 5.2118], [3.0200, -4.7551, 2.3264], [4.3615, -4.7887, 3.4984], [6.0271, -1.9493, 1.9772], [6.1320, -3.1488, 3.2951], [4.6305, -0.0282, 2.2818], [3.5003, 0.0541, 3.6492], [1.2756, -3.2761, 2.6681], [1.3773, -1.9566, 3.8896], [4.3528, -2.1180, 0.3239], [3.1147, -3.3661, 0.4658], [-4.7502, 2.1856, -1.8649], [-3.5760, 1.7386, -1.1751], [-3.2005, 0.4580, -1.2830], [-2.0221, 0.4280, -0.6810], [-1.3791, -0.7224, -0.5243], [-1.6254, 1.6842, -0.1674], [-2.6716, 2.4979, -0.5099], [-2.8677, 3.9484, -0.2929], [-2.5096, -0.9610, -3.8728], [-3.7932, -0.8300, -4.5622], [-4.3538, -1.8835, -5.1734], [-3.6547, -3.1369, -5.3012], [-2.4404, -3.3465, -4.7805], [-1.8030, -2.3185, -3.9448], [-4.8523, 1.6143, -2.7876], [-4.6540, 3.2420, -2.1114], [-5.6358, 2.0582, -1.2302], [-0.7382, 1.8903, 0.3769], [-2.0488, 4.3581, 0.2783], [-3.8236, 4.1121, 0.2390], [-2.9181, 4.4676, -1.2481], [-4.2690, 0.1421, -4.5157], [-5.3144, -1.7454, -5.6306], [-4.0845, -3.9060, -5.9625], [-1.8381, -4.2184, -5.0330], [-0.7181, -2.3297, -3.9678]],
  "forces_ev_per_a": [[-0.3, 0.7, 0.3], [-0.3, -0.1, 0.1], [0.5, 0.0, 0.0], [0.0, -0.1, 0.0], [0.1, 0.5, -0.4], [-1.0, -0.4, -0.5], [0.5, -0.1, 0.6], [0.3, -0.4, 0.2], [0.0, 0.1, 0.0], [0.5, -0.5, 0.6], [1.0, -0.5, 0.0], [0.1, 0.2, 0.1], [-0.9, 0.2, -0.2], [0.1, 0.1, 0.1], [-0.2, 0.0, 0.0], [-0.3, 0.1, -0.2], [0.0, 0.1, 0.2], [-0.1, 0.2, -0.2], [0.2, -0.2, -0.6], [-0.5, 0.3, 0.6], [0.1, -0.3, -0.1], [0.0, 0.3, 0.3], [0.2, -0.1, -0.2], [0.1, 0.1, 0.1], [0.0, 0.0, 0.0], [0.1, -0.3, -0.2], [0.9, -0.2, 0.1], [-0.2, -0.3, 0.1], [-0.2, 0.0, 0.2], [0.1, 0.2, 0.0], [-0.2, 0.1, -0.2], [0.1, -0.2, 0.0], [0.0, 0.1, 0.3], [-0.2, 0.2, -0.7], [0.2, 0.1, 0.7], [0.3, -0.7, -0.9], [0.1, 0.1, 0.3], [-0.3, 0.3, 0.1], [0.8, -0.6, -0.3], [-0.1, 0.3, -0.2], [0.1, -0.1, -0.2], [-0.4, 0.2, 0.5], [0.0, 0.2, 0.1], [0.0, -0.1, 0.0], [0.2, -0.2, 0.1], [-0.2, 0.1, 0.1], [-0.5, 0.3, 0.2], [0.3, 0.1, 0.1], [-0.3, -0.2, -0.2], [0.5, 0.2, 1.0], [0.3, -0.1, -0.6], [0.4, -0.3, 0.4], [0.1, 0.5, 0.4], [-0.3, -0.8, 0.4], [-0.8, 1.0, -0.3], [0.9, -0.3, -0.2], [0.4, 0.2, 0.5], [-0.3, 0.1, 0.0], [0.1, -0.2, -0.1], [-0.4, -0.3, -0.2], [0.1, -0.3, -0.1], [0.0, 0.0, 0.0], [-0.2, 0.3, -0.2], [0.0, 0.2, -0.2], [0.0, -0.1, -0.3], [-0.3, 0.1, 0.1], [-0.3, 0.0, 0.1], [0.1, -0.1, -0.2], [-0.4, -0.3, -0.4], [-0.4, 0.1, 0.1], [0.2, 0.7, 0.0], [0.5, 0.0, 0.2], [-0.7, 0.6, -0.1], [0.7, -1.2, -0.1], [-0.6, -0.7, -0.5], [0.0, 0.0, -0.3], [-0.8, 0.0, 0.1], [0.2, 0.4, 0.1], [-0.3, -0.2, 0.2], [0.3, 0.5, 0.4], [-0.2, -1.1, -0.8], [0.1, 0.4, 0.0], [0.1, -0.1, -0.3], [-0.1, 0.1, 0.1], [0.0, 0.0, 0.0], [0.0, 0.0, -0.2], [0.3, 0.2, 0.3], [0.1, 0.1, 0.2], [0.5, 0.2, -0.1], [0.0, 0.2, -0.1], [0.0, -0.2, -0.1], [-0.3, -0.1, -0.2], [0.1, 0.4, 0.4], [-0.3, 0.1, 0.1], [-0.1, 0.2, 0.1]],
  "mulliken_spin": [0.6423, 0.0188, -0.0033, 0.0356, 0.0107, 0.0081, -0.0007, 0.0011, 0.0003, -0.0083, 0.0000, 0.0000, 0.0002, -0.0003, 0.0001, -0.0001, -0.0014, -0.0010, 0.0105, -0.0010, 0.0077, 0.0561, 0.0000, 0.0002, 0.0001, 0.0001, 0.0005, -0.0001, -0.0006, 0.0008, -0.0013, 0.0052, 0.0001, 0.0004, -0.0003, 0.0001, 0.0000, 0.0000, -0.0002, 0.0002, 0.0000, 0.0000, 0.0000, 0.0000, 0.0000, 0.0001, -0.0001, 0.0004, 0.0022, 0.0025, 0.0072, -0.0029, 0.0138, 0.0274, 0.1408, -0.0076, 0.0116, 0.0005, -0.0004, 0.0001, 0.0003, -0.0006, 0.0005, -0.0024, 0.0020, 0.0028, -0.0007, -0.0057, 0.0040, 0.0000, 0.0004, -0.0001, -0.0033, 0.0188, 0.0028, 0.0049, 0.0001, -0.0011, 0.0003, 0.0001, 0.0002, 0.0002, 0.0006, 0.0000, 0.0000, 0.0000, -0.0001, 0.0001, 0.0000, 0.0000, 0.0000, 0.0000, 0.0000, 0.0000, 0.0001]
}

=====

# 3
{
  "formula": "CH2INO",
  "method": "ωB97M-V with the def2-TZVPD basis set",
  "smiles": "O=CNI",
  "homo_ev": [-10.04, -10.05],
  "lumo_ev": [-3.42, -3.42],
  "e_tot_ha": -466.8809,
  "gap_ha": [0.2434, 0.2439],
  "species": ["C", "N", "O", "I", "H", "H"],
  "xyz": [[-0.5064, 0.6924, -0.4046], [0.3347, -0.1267, 0.1863], [-0.6821, 1.3607, -1.3831], [2.2891, -1.8660, 0.2984], [-1.4220, 0.7456, 0.4360], [-0.0132, -0.8060, 0.8671]],
  "forces_ev_per_a": [[-3.4, 0.9, 0.2], [2.4, -3.0, 1.8], [1.1, -0.5, 0.3], [-1.4, 1.7, -0.7], [1.7, -0.2, -1.2], [-0.4, 1.1, -0.4]],
  "nbo_charge": [0.5155, -0.6474, -0.5228, 0.0925, 0.1571, 0.4051]
}

=====

# 4
{
  "formula": "C4H10N2O2",
  "method": "ωB97M-V with the def2-TZVPD basis set",
  "homo_ev": -8.72,
  "lumo_ev": 0.81,
  "e_tot_ha": -418.3248,
  "gap_ha": 0.3502,
  "species": ["C", "C", "N", "C", "O", "H", "H", "H", "H", "H", "H", "H", "N", "C", "O", "H", "H", "H"],
  "xyz": [[0.7684, -1.3246, 1.0442], [-0.6021, -1.1249, -1.6269], [0.6829, -0.0401, 0.3404], [0.1257, 0.0999, -1.1215], [0.7590, 0.8764, -1.8266], [1.5524, 0.4879, 0.3771], [1.2365, -2.0756, 0.4088], [-0.2387, -1.6284, 1.3225], [1.3560, -1.1970, 1.9524], [-1.2033, -0.8213, -2.4824], [0.1304, -1.8622, -1.9661], [-1.2487, -1.5731, -0.8739], [-0.0352, 2.2859, 0.9010], [-0.5977, 0.9894, 0.8669], [-1.3557, 0.5447, 1.7154], [-0.6536, 2.9400, 1.3625], [0.3281, 2.5967, 0.0042], [-1.0044, 0.8263, -0.3980]],
  "forces_ev_per_a": [[-0.1, 0.1, -0.2], [-0.3, 0.2, 0.1], [-0.2, 0.5, -0.1], [1.3, -0.2, 0.3], [-0.6, -0.4, 0.6], [0.0, -0.1, -0.1], [0.0, 0.0, 0.0], [0.0, 0.0, 0.0], [-0.1, 0.0, -0.1], [0.0, 0.0, 0.0], [0.0, 0.1, 0.1], [0.0, 0.1, 0.0], [0.4, -0.3, 0.1], [-0.7, -0.2, -1.0], [0.5, -0.1, -0.2], [0.0, -0.1, -0.2], [-0.2, 0.1, 0.2], [-0.2, 0.2, 0.6]],
  "nbo_charge": [-0.4282, -0.7063, -0.5453, 0.6115, -0.6251, 0.4169, 0.2052, 0.2357, 0.2242, 0.2493, 0.2362, 0.2321, -0.8823, 0.6423, -0.6729, 0.3997, 0.3921, 0.0149]
}

=====

Repeat the third record exactly.
{
  "formula": "CH2INO",
  "method": "ωB97M-V with the def2-TZVPD basis set",
  "smiles": "O=CNI",
  "homo_ev": [-10.04, -10.05],
  "lumo_ev": [-3.42, -3.42],
  "e_tot_ha": -466.8809,
  "gap_ha": [0.2434, 0.2439],
  "species": ["C", "N", "O", "I", "H", "H"],
  "xyz": [[-0.5064, 0.6924, -0.4046], [0.3347, -0.1267, 0.1863], [-0.6821, 1.3607, -1.3831], [2.2891, -1.8660, 0.2984], [-1.4220, 0.7456, 0.4360], [-0.0132, -0.8060, 0.8671]],
  "forces_ev_per_a": [[-3.4, 0.9, 0.2], [2.4, -3.0, 1.8], [1.1, -0.5, 0.3], [-1.4, 1.7, -0.7], [1.7, -0.2, -1.2], [-0.4, 1.1, -0.4]],
  "nbo_charge": [0.5155, -0.6474, -0.5228, 0.0925, 0.1571, 0.4051]
}